(1)
The following is a quantum chemistry calculation of one molecule with the formula CH4N2O in a non-equilibrium geometry, from the Open Molecules 2025 dataset.

Last column: Mulliken charge in e.
Cartesian coordinates (Å):
H1 -2.263 1.308 -0.177  0.26
N1 -1.157 1.212 -0.094  -0.75
N2 -0.968 -0.003 -0.019  0.95
C1 0.474 -0.380 -0.010  -0.64
O1 -1.778 -0.892 0.100  -0.64
H2 0.409 -1.572 0.058  0.31
H3 0.978 0.043 0.899  0.26
H4 0.967 0.256 -0.773  0.25

Properties
SMILES	[H]/N=[N+](/C)[O-]
ΔE to the lowest compared entry with this formula, charge and spin	4.140	eV



(2)
The following is a quantum chemistry calculation of C34H47LuNO5S2 as an isolated structure in a non-equilibrium geometry, from the Open Molecules 2025 dataset.

Last column: Mulliken charge in e.
Cartesian coordinates (Å):
C1 -5.154 2.128 0.405  -1.40
C2 -4.137 0.952 0.562  -0.34
N1 -4.059 0.133 -0.669  0.25
C3 -3.394 0.972 -1.729  0.94
C4 -4.373 1.570 -2.774  -1.50
C5 -3.323 -1.030 -0.487  -0.26
S1 -2.187 -1.187 0.712  0.09
S2 -3.583 -2.501 -1.505  -0.05
C6 -3.153 -2.119 -3.244  0.06
C7 -1.751 -2.620 -3.680  -1.50
C8 -0.599 -2.278 -2.709  0.77
C9 0.093 -0.936 -2.935  1.25
C10 -0.539 0.079 -3.704  -0.18
C11 0.014 1.342 -3.911  -1.42
C12 1.261 1.601 -3.331  0.98
C13 1.907 0.593 -2.595  0.35
C14 1.375 -0.659 -2.383  -1.21
C15 2.170 -1.673 -1.567  -1.39
C16 1.488 -2.040 -0.209  2.43
C17 1.302 -3.566 0.032  -1.18
C18 2.008 -4.008 1.326  -1.03
C19 1.516 -3.187 2.565  -0.24
C20 -0.025 -3.086 2.701  0.38
C21 -0.572 -2.213 3.914  -0.99
C22 0.281 -0.947 4.270  0.25
C23 0.304 -0.008 2.992  1.77
C24 -0.021 1.498 3.279  -0.76
O1 -0.937 1.682 4.317  -0.43
C25 -2.247 1.158 4.026  -0.40
C26 3.241 0.993 -1.995  -0.27
O2 4.233 0.296 -2.004  -0.57
C27 3.226 2.378 -1.391  0.54
C28 3.821 2.590 -0.143  1.19
C29 4.434 1.392 0.601  0.12
O3 4.170 1.471 2.030  -0.35
O4 5.364 1.730 2.741  -0.32
C30 3.773 3.894 0.351  -0.84
C31 3.183 4.940 -0.376  -0.98
C32 2.581 4.702 -1.619  -0.76
C33 2.597 3.409 -2.118  0.46
C34 1.942 2.978 -3.438  -0.34
O5 1.943 3.647 -4.439  -0.48
H1 -6.116 1.785 0.007  0.33
H2 -5.229 2.623 1.381  0.45
H3 -4.679 2.862 -0.270  0.29
H4 -3.175 1.422 0.840  0.15
H5 -4.517 0.313 1.375  0.56
H6 -2.806 1.795 -1.285  0.47
H7 -2.660 0.327 -2.232  -1.03
H8 -4.094 2.631 -2.908  0.38
H9 -5.416 1.592 -2.427  0.33
H10 -4.305 1.085 -3.760  0.40
H11 -3.893 -2.660 -3.862  0.53
H12 -3.339 -1.058 -3.466  -0.21
H13 -1.549 -2.168 -4.668  0.46
H14 -1.758 -3.708 -3.849  0.40
H15 0.177 -3.060 -2.822  0.56
H16 -0.900 -2.304 -1.646  -0.65
H17 -1.517 -0.103 -4.157  0.28
H18 -0.540 2.083 -4.491  0.54
H19 2.332 -2.547 -2.225  0.77
H20 3.169 -1.296 -1.325  0.86
H21 2.194 -1.696 0.592  -1.56
H22 0.521 -1.520 -0.160  -0.11
H23 0.220 -3.760 0.137  0.26
H24 1.661 -4.192 -0.796  0.68
H25 3.105 -3.846 1.278  0.34
H26 1.877 -5.090 1.501  0.41
H27 2.016 -2.176 2.505  -0.40
H28 1.928 -3.733 3.459  1.08
H29 -0.516 -2.720 1.791  -0.66
H30 -0.370 -4.118 2.891  0.58
H31 -1.557 -1.833 3.590  0.40
H32 -0.756 -2.805 4.822  0.47
H33 1.353 -1.249 4.572  -0.38
H34 -0.157 -0.491 5.170  0.59
H35 1.328 -0.050 2.459  -0.33
H36 -0.415 -0.371 2.241  -1.16
H37 0.918 1.993 3.586  0.37
H38 -0.382 1.988 2.357  0.37
H39 -2.947 2.008 3.964  0.30
H40 -2.566 0.543 4.884  0.28
H41 -2.312 0.614 3.069  0.02
H42 5.524 1.358 0.464  0.53
H43 3.971 0.445 0.287  -0.40
H44 5.588 2.649 2.512  0.35
H45 4.201 4.123 1.331  0.19
H46 3.172 5.938 0.070  0.42
H47 2.086 5.494 -2.187  0.52
Lu1 2.955 -1.188 3.533  1.33

Properties
charge	+3



(3)
The following is a quantum chemistry calculation of one molecule with the formula C4H11N3O2 in a non-equilibrium geometry, from the Open Molecules 2025 dataset.

Last column: Mulliken charge in e.
Cartesian coordinates (Å):
C1 -1.862 1.099 -0.345  -0.82
N1 -0.808 0.352 -0.987  -0.23
O1 0.394 1.234 -1.189  -0.44
C2 1.144 0.504 -0.229  0.19
N2 1.291 1.268 0.968  -0.59
O2 2.362 0.040 -0.675  -0.57
C3 -0.003 -0.586 -0.167  1.65
C4 -0.491 -0.992 1.205  -1.86
N3 0.365 -1.737 -0.961  -0.92
H1 -2.672 0.404 -0.130  0.35
H2 -1.535 1.595 0.575  0.31
H3 -2.210 1.847 -1.055  0.25
H4 1.586 2.207 0.724  0.25
H5 2.000 0.846 1.557  0.24
H6 2.214 -0.764 -1.196  0.39
H7 -0.584 -0.123 1.850  0.42
H8 -1.453 -1.497 1.132  0.42
H9 0.237 -1.673 1.639  0.44
H10 -0.250 -2.519 -0.771  0.29
H11 0.277 -1.505 -1.946  0.24

Properties
SMILES	CN1O[C@](N)(O)[C@]1(C)N
ΔE to the lowest compared entry with this formula, charge and spin	2.801	eV



HOMO level
In order: -10.2 -15.4 -8.8
Unit: eV
Frontier orbital gap
In order: 11.21 2.14 9.81
Unit: eV